C22H43N2P3SW as an isolated structure. Source: the OMol25 dataset; level of theory: ωB97M-V with the def2-TZVPD basis set.

## Properties
Relative energy (zero: lowest compared OMol25 entry of this formula, charge and spin), kcal/mol: 39.4
⟨S²⟩: 2.101
Multiplicity: 3
Strongest force on any atom, eV Å⁻¹: 3.80
Net charge: +4
HOMO-LUMO gap (alpha / beta), eV: 5.272 / 5.538

```
72
Properties=species:S:1:pos:R:3:lowdin_spin:R:1
W 0.124 -0.011 0.326 1.47
P -0.702 1.931 1.428 0.03
P -2.282 -0.714 0.020 0.03
P 2.332 1.057 0.146 0.05
H 1.524 -1.129 -4.141 0.01
C 2.160 -1.247 -3.269 0.23
C 1.761 -2.064 -2.156 0.03
H 1.179 -2.986 -2.317 0.01
C -0.878 3.477 0.458 0.00
C -2.256 2.016 2.401 0.01
C 0.445 2.395 2.790 0.02
C -2.400 -2.379 -0.736 0.01
C -3.544 -0.930 1.325 0.01
C -3.146 0.351 -1.203 0.00
C 3.572 0.472 -1.060 0.02
C 3.342 0.904 1.669 0.02
C 2.412 2.854 -0.274 0.00
H 3.222 -1.067 -3.404 0.00
H 2.442 -2.138 -1.292 0.00
H -0.992 4.315 1.160 0.00
H -1.770 3.408 -0.179 0.00
H -0.009 3.657 -0.180 0.00
H -2.246 2.960 2.967 0.00
H -2.320 1.193 3.123 0.00
H -3.141 2.012 1.753 0.00
H -0.085 3.075 3.469 0.00
H 1.342 2.900 2.418 0.00
H 0.744 1.510 3.365 0.00
H -3.455 -2.618 -0.946 0.00
H -2.008 -3.127 -0.032 0.00
H -1.827 -2.433 -1.671 0.00
H -4.521 -1.072 0.839 0.00
H -3.615 -0.077 2.005 0.00
H -3.310 -1.826 1.916 0.00
H -4.042 -0.187 -1.538 0.00
H -2.512 0.564 -2.073 0.00
H -3.441 1.295 -0.733 0.00
H 4.369 1.230 -1.102 0.00
H 3.136 0.337 -2.054 0.01
H 4.004 -0.484 -0.739 0.00
H 4.355 1.278 1.456 0.00
H 3.407 -0.152 1.964 0.00
H 2.912 1.474 2.499 0.00
H 3.460 3.127 -0.470 0.00
H 2.034 3.495 0.530 0.00
H 1.834 3.041 -1.188 0.00
C -0.600 -0.298 -3.418 0.00
C -0.558 1.026 -3.870 0.00
C -1.259 1.390 -5.022 0.00
C -1.992 0.429 -5.726 -0.02
C -1.986 -0.906 -5.300 0.00
C -1.269 -1.285 -4.160 -0.01
S 0.246 -0.697 -1.846 -0.03
H 0.088 1.054 -0.995 0.00
H 0.009 1.763 -3.301 0.00
H -1.234 2.432 -5.347 0.00
H -2.586 0.720 -6.596 0.00
H -2.558 -1.645 -5.860 0.00
H -1.243 -2.323 -3.833 0.00
N 1.606 -3.304 5.460 0.01
C 1.225 -2.725 4.291 0.00
C 2.036 -2.789 3.140 0.00
C 1.631 -2.149 1.979 0.02
N 0.501 -1.375 1.938 0.04
C -0.350 -1.425 3.009 0.01
C -0.005 -2.044 4.195 0.01
H 2.488 -3.787 5.558 0.00
H 1.025 -3.267 6.287 0.00
H 2.978 -3.339 3.171 0.00
H 2.207 -2.212 1.055 0.00
H -1.318 -0.933 2.880 0.00
H -0.689 -1.999 5.043 0.00
```


A 2-piece molecular cluster, C5H13N2O overall. Source: the OMol25 dataset; level of theory: ωB97M-V with the def2-TZVPD basis set.

## Properties
Relative energy (zero: lowest compared OMol25 entry of this formula, charge and spin), kcal/mol: 191.4
Multiplicity: 1
Strongest force on any atom, eV Å⁻¹: 1.81
Net charge: +1
HOMO-LUMO gap, eV: 4.325

```
21
Properties=species:S:1:pos:R:3:mulliken_charge:R:1
C 2.414 -0.113 -1.019 -0.45
N 1.275 0.563 -1.467 -0.25
C -3.498 -0.398 -0.413 -0.66
C -2.809 -0.172 0.679 0.01
C -1.795 0.940 0.719 -0.47
O -0.805 0.491 -0.056 -0.50
C 2.513 -0.109 0.555 -0.47
N 1.464 -0.778 1.222 -0.29
H 2.372 -1.126 -1.399 0.30
H 3.355 0.299 -1.388 0.40
H 1.226 0.870 -2.410 0.24
H -4.223 -1.195 -0.511 0.28
H -3.487 0.202 -1.295 0.28
H -3.014 -0.809 1.530 0.34
H -1.425 1.023 1.753 0.31
H -2.224 1.855 0.330 0.37
H 2.437 0.948 0.776 0.27
H 3.478 -0.511 0.856 0.42
H 1.770 -1.553 1.763 0.24
H 0.421 0.379 -1.000 0.41
H 0.555 -0.805 0.774 0.23
```


C55H60IN14O3RbS4 as an isolated structure. Source: the OMol25 dataset; level of theory: ωB97M-V with the def2-TZVPD basis set.

## Properties
Multiplicity: 1
Strongest force on any atom, eV Å⁻¹: 1.25
Net charge: -2
HOMO-LUMO gap, eV: 3.998

```
138
Properties=species:S:1:pos:R:3:mulliken_charge:R:1
Rb 1.605 0.379 0.411 0.55
N -2.601 3.029 -2.123 -0.37
C -1.631 2.037 -2.206 -0.42
S -0.012 2.446 -2.543 -0.04
N -2.080 0.818 -2.040 -1.15
N -1.136 -0.129 -1.842 2.13
C -1.141 -1.139 -2.635 -0.38
C -1.972 -1.246 -3.865 0.02
C -2.016 -0.213 -4.798 -0.21
C -2.839 -0.320 -5.911 -0.86
C -3.619 -1.454 -6.111 -0.59
C -3.573 -2.493 -5.189 -1.00
C -2.754 -2.384 -4.073 0.16
C -0.279 -2.279 -2.207 0.40
C 0.268 -3.194 -3.254 -0.74
C 1.060 -4.203 -2.934 -1.24
C 1.483 -4.429 -1.526 0.56
C 0.854 -3.430 -0.524 -1.46
N -0.090 -2.439 -0.962 0.28
H -2.353 3.864 -2.627 0.22
H -3.544 2.704 -2.275 0.22
H -1.392 0.667 -4.656 0.33
H -2.865 0.493 -6.629 0.43
H -4.258 -1.530 -6.982 0.38
H -4.176 -3.382 -5.334 0.41
H -2.726 -3.189 -3.344 0.44
H -0.023 -3.022 -4.283 0.47
H 1.421 -4.884 -3.698 0.37
H 1.419 -5.480 -1.250 0.67
H 0.483 -3.884 0.395 0.32
O 6.209 -0.663 2.719 -0.90
C 5.050 -0.334 3.004 0.18
O 3.999 -0.387 2.308 -0.25
C 4.719 0.210 4.403 -0.18
C 5.714 0.202 5.370 -0.65
C 5.472 0.624 6.671 -0.48
C 4.195 1.054 7.006 -0.73
C 3.180 1.075 6.061 -0.31
C 3.413 0.674 4.741 0.15
S 2.154 0.670 3.494 0.32
H 6.690 -0.154 5.061 0.45
H 6.262 0.614 7.413 0.36
H 3.975 1.371 8.021 0.39
H 2.195 1.410 6.349 0.29
C 0.026 2.784 6.074 -0.14
C 0.036 1.706 5.285 -0.91
C 0.632 1.741 3.922 2.49
C 0.927 3.123 3.401 -0.53
C 0.993 4.219 4.351 -0.74
C 0.571 4.067 5.619 -0.48
N 1.202 3.217 2.135 1.05
N 1.519 4.436 1.673 -0.99
C 2.195 4.397 0.503 0.07
C 2.523 5.662 -0.078 -0.55
C 3.270 5.729 -1.219 -0.46
C 3.725 4.546 -1.827 -0.56
C 3.354 3.363 -1.219 -0.31
N 2.615 3.257 -0.112 0.16
H -0.395 2.716 7.073 0.38
H -0.402 0.771 5.616 0.35
H 0.005 1.183 3.225 -1.68
H 1.352 5.170 3.982 0.45
H 0.597 4.903 6.310 0.35
H 2.171 6.553 0.427 0.40
H 3.523 6.695 -1.646 0.34
H 4.343 4.552 -2.717 0.48
H 3.691 2.419 -1.646 0.16
N 2.342 -0.716 -3.541 0.46
C 3.271 0.238 -3.678 -0.02
S 4.824 0.076 -3.056 -0.36
N 2.915 1.356 -4.376 0.11
C 1.952 1.502 -5.389 0.11
C 1.511 2.787 -5.694 -0.31
C 0.636 2.994 -6.746 -0.60
C 0.180 1.924 -7.508 -0.57
C 0.612 0.643 -7.195 -0.58
C 1.496 0.425 -6.147 -0.13
H 2.624 -1.557 -3.043 0.06
H 1.360 -0.486 -3.633 -0.22
H 3.470 2.167 -4.152 0.20
H 1.837 3.618 -5.076 0.38
H 0.294 4.000 -6.958 0.37
H -0.507 2.088 -8.329 0.42
H 0.263 -0.203 -7.775 0.36
H 1.836 -0.578 -5.920 0.49
C -6.247 -0.667 0.461 -1.06
C -5.581 -1.924 1.022 -0.32
C -4.643 -2.599 0.022 -1.01
C -3.381 -1.794 -0.284 -0.07
N -2.630 -1.454 0.919 0.82
C -2.712 -0.271 1.589 -0.69
S -2.541 -0.248 3.273 -0.31
N -2.927 0.806 0.819 0.82
C -2.875 2.183 1.319 -0.47
C -4.257 2.801 1.485 -0.91
C -5.021 2.360 2.727 0.28
C -6.358 3.084 2.860 -1.49
H -6.944 -0.236 1.184 0.33
H -6.804 -0.892 -0.454 0.41
H -5.506 0.102 0.227 0.07
H -6.348 -2.642 1.326 0.48
H -5.021 -1.662 1.924 0.12
H -5.172 -2.767 -0.925 0.46
H -4.351 -3.586 0.402 0.41
H -3.639 -0.876 -0.809 0.66
H -2.728 -2.364 -0.944 -0.76
H -2.374 -2.217 1.522 0.22
H -2.655 0.707 -0.159 -0.32
H -2.310 2.763 0.591 0.41
H -2.327 2.192 2.261 0.05
H -4.853 2.561 0.594 0.15
H -4.136 3.890 1.506 0.48
H -4.402 2.546 3.609 0.32
H -5.184 1.278 2.694 0.00
H -6.214 4.167 2.903 0.37
H -6.890 2.781 3.765 0.39
H -7.007 2.871 2.004 0.30
N 3.533 -3.075 -2.132 -0.04
C 2.820 -3.773 -1.099 -0.10
O 2.136 -2.823 -0.263 -0.08
C 3.686 -4.637 -0.195 -1.57
I 4.477 -6.319 -1.248 -0.03
H 4.270 -2.479 -1.756 0.29
H 3.941 -3.712 -2.806 0.23
H 3.116 -5.032 0.641 0.40
H 4.537 -4.068 0.174 0.67
N 1.906 -7.462 4.418 -0.57
C 1.764 -6.373 4.081 -0.08
C 1.569 -4.999 3.647 0.87
C 2.646 -4.221 3.257 -1.05
C 2.404 -2.922 2.819 -0.24
N 1.179 -2.398 2.779 0.42
C 0.154 -3.146 3.185 -0.42
C 0.292 -4.457 3.620 -0.73
H 3.654 -4.613 3.292 0.63
H 3.211 -2.258 2.507 0.61
H -0.819 -2.658 3.188 0.12
H -0.565 -5.037 3.936 0.50
```


A 2-piece molecular cluster, C2H4BrN3O overall. Source: the OMol25 dataset; level of theory: ωB97M-V with the def2-TZVPD basis set.

## Properties
Relative energy (zero: lowest compared OMol25 entry of this formula, charge and spin), kcal/mol: 38.8
Multiplicity: 1
Strongest force on any atom, eV Å⁻¹: 4.01
Net charge: 0
HOMO-LUMO gap (alpha / beta), eV: 9.384 / 6.223

```
11
Properties=species:S:1:pos:R:3:mulliken_charge:R:1
C -1.382 0.663 -0.047 -0.87
C -1.026 -0.709 0.250 -0.20
N 1.893 -0.093 1.680 -0.36
N 2.206 -0.063 0.588 0.80
N 2.402 0.421 -0.534 -0.10
O 2.409 -0.138 -1.641 -0.35
Br -1.807 -2.090 -0.705 -0.13
H -1.340 0.977 -1.093 0.33
H -0.772 1.255 0.505 0.31
H -2.513 0.889 0.233 0.29
H -0.071 -1.111 0.764 0.27
```